ORCA calculation (ωB97M-V/def2-TZVPD) on a cluster of 2 separate species, C3H5NO in total.

Calculated values
Gap between HOMO and LUMO   10.486 eV
2S+1   1
SMILES   C1=NC1.C=O
ΔE to the lowest compared entry with this formula, charge and spin   376.8 kJ/mol
Electronic energy   -6725.6669 eV

Geometry (Å):
C  0.9308  0.2746  -0.1297
C  2.3939  -0.0511  -0.1557
C  -2.7481  -0.0961  0.1842
N  1.2234  -0.9467  0.0517
O  -2.5234  0.8472  -0.4815
H  2.8973  -0.0677  -1.2058
H  3.0159  0.0066  0.7388
H  0.1340  0.9731  -0.3572
H  -3.3792  -0.0003  1.0056
H  -1.9447  -0.9396  0.3495

Forces on atoms 1 to 6 (eV/Å):
C 2.178 -1.406 0.021
C 0.009 0.582 -1.577
C 3.727 -1.799 1.893
N -1.537 0.825 -0.537
O 0.119 1.486 -2.218
H -0.651 -0.210 2.132

Löwdin population analysis, charges in e, atoms 1 to 8: -0.128 -0.190 -0.162 0.052 0.006 0.104 0.068 0.091

---

ORCA calculation (ωB97M-V/def2-TZVPD) on a structure of composition C8H13N2.

Calculated values
Gap between HOMO and LUMO   9.338 eV
2S+1   1
Net charge   +1
ΔE to the lowest compared entry with this formula, charge and spin   755.7 kJ/mol
Electronic energy   -11473.6556 eV

Geometry (Å):
C  2.1614  -3.0862  -1.3130
C  1.1855  -3.1237  -0.2882
C  -0.2279  1.1695  1.6792
C  -0.7327  1.2958  0.4530
C  1.1021  -1.6456  -0.3630
C  0.1249  2.2542  2.5684
C  -0.8429  0.8279  -1.9820
C  -1.1424  0.2661  -0.5596
N  1.4603  -2.0173  -1.6424
N  -0.5196  -1.1145  -0.3003
H  2.8898  -3.5913  -1.9956
H  -0.0781  0.1574  2.0812
H  -1.0195  2.2901  0.1183
H  1.7670  -1.1275  0.2241
H  -0.4849  2.1232  3.4705
H  -0.2932  3.3040  2.2286
H  1.1157  2.3072  2.9423
H  -1.4411  1.7479  -1.9509
H  0.2255  0.9783  -2.0045
H  -1.3134  0.1420  -2.6686
H  -2.2043  0.0448  -0.4671
H  -0.8954  -1.8992  -0.9532
H  -0.8366  -1.3029  0.7228

Forces on atoms 1 to 6 (eV/Å):
C 0.385 -0.258 0.439
C 0.298 -1.954 -0.202
C 0.060 -1.563 -1.414
C -0.283 0.173 0.499
C -3.006 0.635 0.419
C -2.774 3.071 0.871

Löwdin population analysis, charges in e, atoms 1 to 8: -0.018 0.131 -0.177 -0.085 -0.252 -0.099 -0.016 -0.327

---

ORCA calculation (ωB97M-V/def2-TZVPD) on a cluster of 2 separate species, C11H20N3 in total.

Calculated values
Gap between HOMO and LUMO (alpha / beta)   6.393 / 5.787 eV
2S+1   3
Net charge   +1
ΔE to the lowest compared entry with this formula, charge and spin   0.0 kJ/mol
Electronic energy   -16189.3488 eV

Geometry (Å):
C  2.5954  0.0932  1.1068
C  2.0081  -1.1849  0.8095
C  1.2608  0.1705  -0.6674
C  2.1603  0.9596  0.1404
C  -1.5857  0.7623  -0.4462
C  -1.4286  -0.1530  0.6004
C  -1.0629  2.9859  0.7222
C  -0.1632  -2.1033  -2.0961
C  -1.6359  2.2530  -0.4146
C  -1.4943  -1.6213  0.4237
C  0.2838  -2.0163  -0.6174
N  1.1495  -1.0810  -0.2540
N  2.3653  2.2617  -0.0068
N  -1.6937  -2.4393  1.4263
H  3.2866  0.3605  1.9277
H  2.8579  -1.9910  0.5101
H  0.7904  0.5758  -1.4974
H  -1.9741  0.4464  -1.3284
H  -1.0531  0.2696  1.4850
H  -1.5732  4.0553  0.7860
H  -0.0072  3.2281  0.8651
H  -1.4907  2.6652  1.6717
H  0.1327  -1.1877  -2.7600
H  -1.2752  -2.2286  -2.1892
H  0.2295  -3.0619  -2.4997
H  -2.7723  2.3118  -0.4648
H  -1.2594  2.6317  -1.3031
H  -2.1550  -1.9997  -0.5405
H  0.5987  -3.0630  -0.3922
H  3.1091  2.7282  0.5511
H  2.2113  2.5938  -0.9602
H  1.4671  -1.7172  1.6634
H  -2.2540  -3.2967  1.3264
H  -1.6279  -2.2078  2.4224

Forces on atoms 1 to 6 (eV/Å):
C 1.171 0.955 1.748
C 2.790 -5.826 3.670
C 2.099 5.392 -0.552
C -2.556 -2.476 -1.752
C 0.448 -1.442 4.453
C -0.016 1.387 -3.316

Löwdin population analysis, charges in e, atoms 1 to 8: 0.022 -0.199 -0.048 -0.329 -0.076 -0.043 -0.120 -0.041